Entry 1:
{"formula": "C36H66I3N5O8P2", "method": "the ωB97M-V functional and the def2-TZVPD basis", "elements": ["C", "C", "C", "C", "N", "O", "C", "C", "O", "C", "C", "C", "C", "C", "C", "N", "C", "C", "C", "C", "C", "O", "C", "O", "N", "O", "P", "P", "O", "O", "O", "C", "I", "C", "C", "I", "C", "I", "C", "C", "H", "H", "H", "H", "H", "H", "H", "H", "H", "H", "H", "H", "H", "H", "H", "H", "H", "H", "H", "H", "H", "H", "H", "H", "H", "H", "H", "H", "H", "H", "H", "H", "H", "H", "H", "H", "C", "C", "N", "C", "C", "C", "C", "H", "H", "H", "H", "H", "H", "H", "H", "H", "H", "H", "H", "H", "H", "H", "C", "C", "N", "C", "C", "C", "C", "H", "H", "H", "H", "H", "H", "H", "H", "H", "H", "H", "H", "H", "H", "H"], "xyz": [[6.314, -1.449, 5.644], [5.297, -1.168, 5.090], [4.083, -0.786, 4.399], [4.037, 0.664, 3.797], [5.040, 1.421, 4.585], [2.831, 1.355, 4.111], [1.601, 1.165, 3.431], [0.657, 2.076, 4.236], [-0.709, 1.924, 3.909], [-1.222, 2.803, 2.980], [-1.133, 4.182, 3.086], [-1.664, 4.975, 2.083], [-2.293, 4.435, 0.979], [-2.423, 3.054, 0.897], [-1.886, 2.264, 1.895], [1.540, 1.596, 2.054], [2.027, 2.928, 1.750], [2.369, 3.038, 0.264], [1.103, 3.192, -0.580], [1.068, -0.309, 3.463], [0.612, -0.700, 4.869], [0.011, -0.466, 2.500], [-0.048, -1.693, 1.884], [1.096, -1.946, 1.052], [1.068, -1.391, -0.277], [2.087, -1.582, -0.788], [-1.546, -1.445, 0.661], [-1.912, -3.412, -0.207], [-2.168, -4.480, 0.767], [-0.653, -3.790, -1.108], [-3.129, -3.249, -1.228], [-0.333, -2.869, 2.821], [-2.243, -2.870, 3.764], [0.533, -3.839, 3.150], [1.956, -3.899, 2.637], [0.081, -5.425, 4.461], [4.511, 0.735, 2.303], [6.708, 0.800, 2.158], [4.056, -0.452, 1.416], [4.929, -1.712, 1.333], [7.215, -1.689, 6.148], [3.296, -0.777, 5.155], [3.780, -1.535, 3.673], [4.627, 1.486, 5.517], [4.952, 2.379, 4.242], [0.760, 1.838, 5.291], [0.986, 3.110, 4.165], [-0.623, 4.593, 3.945], [-1.580, 6.050, 2.181], [-2.691, 5.051, 0.186], [-2.918, 2.561, 0.074], [-1.982, 1.191, 1.837], [1.939, 0.899, 1.441], [1.310, 3.718, 1.969], [2.948, 3.176, 2.294], [3.008, 2.219, -0.070], [2.934, 3.965, 0.164], [0.357, 2.462, -0.272], [1.315, 3.130, -1.644], [0.678, 4.177, -0.394], [1.861, -1.008, 3.199], [1.231, -0.210, 5.615], [-0.417, -0.380, 5.019], [0.655, -1.775, 5.011], [-2.680, -1.094, 1.410], [-0.013, -4.259, -0.555], [-3.342, -2.306, -1.301], [2.031, -3.852, 1.562], [2.386, -4.855, 2.924], [2.569, -3.140, 3.123], [4.247, 1.662, 1.813], [3.972, -0.059, 0.404], [3.055, -0.769, 1.704], [5.672, -1.630, 0.552], [5.363, -2.013, 2.280], [4.271, -2.533, 1.033], [-0.769, 4.553, -4.807], [-0.798, 5.794, -3.929], [0.517, 6.224, -3.493], [0.471, 7.248, -2.461], [-0.128, 8.610, -2.835], [1.497, 6.444, -4.544], [1.173, 7.479, -5.630], [-0.268, 3.727, -4.300], [-1.789, 4.242, -5.036], [-0.266, 4.733, -5.758], [-1.385, 5.558, -3.037], [-1.345, 6.589, -4.460], [1.480, 7.400, -2.067], [-0.101, 6.845, -1.619], [0.555, 9.205, -3.439], [-0.327, 9.182, -1.926], [-1.073, 8.514, -3.370], [1.685, 5.486, -5.035], [2.451, 6.702, -4.077], [0.141, 7.407, -5.976], [1.818, 7.316, -6.496], [1.350, 8.498, -5.291], [-4.893, -8.959, -5.473], [-4.347, -8.459, -4.144], [-4.252, -7.014, -4.064], [-3.501, -6.551, -2.907], [-4.070, -6.833, -1.511], [-5.476, -6.287, -4.350], [-6.709, -6.578, -3.483], [-4.292, -8.591, -6.306], [-4.867, -10.050, -5.493], [-5.929, -8.659, -5.632], [-3.340, -8.867, -4.022], [-4.956, -8.885, -3.331], [-3.334, -5.476, -3.009], [-2.505, -7.001, -2.964], [-4.901, -6.173, -1.269], [-3.297, -6.654, -0.760], [-4.401, -7.866, -1.396], [-5.744, -6.474, -5.393], [-5.258, -5.217, -4.313], [-6.844, -7.645, -3.300], [-7.607, -6.219, -3.990], [-6.662, -6.069, -2.522]], "forces_ev_per_angstrom": [[0.275, -0.231, 0.270], [0.068, 0.150, -0.611], [-1.198, 0.506, 0.182], [2.613, 0.445, 0.668], [-1.161, 0.336, -0.106], [-0.407, -0.676, -0.546], [-1.725, 0.094, -1.119], [0.181, 0.094, 0.775], [0.074, 0.265, -0.131], [-0.025, -0.052, -0.364], [0.271, -0.467, 0.285], [0.100, 0.596, 0.107], [-0.203, -0.399, -0.243], [0.189, 0.063, 0.340], [-0.272, -0.584, -0.123], [0.326, 0.059, 0.512], [0.972, -0.046, -0.635], [-0.542, 0.759, 0.157], [0.183, -0.099, 0.164], [0.292, -0.153, 0.965], [-0.256, 0.112, -0.162], [0.241, 0.052, 0.111], [-1.891, -0.330, -0.966], [-0.012, -0.280, 0.790], [0.104, 0.332, -0.218], [-0.118, -0.063, 0.054], [0.702, 1.505, -1.330], [-0.780, -1.598, 1.471], [0.083, -0.078, 0.108], [0.173, 0.748, -0.355], [0.576, 0.910, 0.043], [0.157, -0.658, 0.743], [0.489, 0.321, -0.199], [0.010, 0.362, -0.486], [0.061, -0.987, 0.573], [0.102, 0.262, -0.205], [0.249, -1.215, -0.007], [-0.382, 0.233, -0.080], [0.326, 0.345, -0.087], [-0.871, -0.331, -0.140], [0.130, -0.054, 0.065], [-0.110, -0.095, 0.018], [0.172, -0.063, -0.058], [0.266, -0.128, 0.084], [0.289, -0.018, -0.010], [-0.041, -0.144, 0.080], [0.070, 0.110, -0.313], [-0.050, 0.294, 0.020], [0.007, 0.057, -0.035], [0.002, 0.196, 0.055], [-0.075, 0.135, -0.183], [0.123, -0.084, 0.033], [-0.044, 0.141, -0.136], [-0.296, -0.167, 0.189], [-0.078, -0.044, 0.302], [0.007, -0.144, 0.012], [0.308, -0.073, -0.165], [-0.078, -0.153, -0.231], [-0.092, -0.134, -0.104], [-0.104, 0.090, 0.012], [0.135, 0.264, -0.250], [0.113, -0.067, 0.087], [-0.052, 0.062, 0.033], [0.041, -0.071, 0.085], [0.067, -0.781, 0.398], [-0.036, -0.192, -0.066], [-0.211, -0.145, -0.400], [0.008, 0.267, -0.125], [0.100, -0.024, 0.084], [0.029, 0.170, -0.208], [-0.177, 0.176, 0.324], [-0.098, 0.010, -0.123], [-0.020, 0.137, 0.084], [0.362, 0.085, 0.157], [0.326, 0.135, 0.061], [0.002, -0.037, -0.053], [-0.013, -0.008, -0.038], [-0.071, -0.061, -0.165], [0.168, 0.099, 0.275], [-0.117, 0.010, 0.152], [0.069, 0.104, 0.138], [0.086, -0.155, -0.263], [0.121, 0.031, -0.017], [0.050, 0.029, 0.001], [-0.005, 0.005, 0.012], [0.006, -0.009, 0.006], [0.059, 0.114, 0.073], [-0.043, -0.025, -0.007], [0.061, -0.044, -0.134], [-0.066, -0.087, -0.087], [-0.033, -0.018, -0.065], [-0.002, -0.015, 0.004], [0.008, -0.029, -0.015], [-0.086, -0.021, 0.025], [-0.075, 0.056, 0.127], [-0.012, -0.021, 0.022], [-0.003, -0.019, 0.007], [-0.095, 0.021, 0.002], [-0.032, -0.028, -0.004], [-0.132, -0.112, -0.043], [0.134, 0.142, 0.023], [0.200, -0.004, 0.098], [0.069, 0.071, 0.077], [-0.215, 0.007, -0.189], [-0.055, 0.136, -0.009], [-0.018, 0.057, 0.010], [0.012, 0.000, 0.009], [0.007, 0.003, -0.010], [0.029, 0.094, 0.105], [0.012, -0.049, -0.008], [-0.100, 0.018, -0.058], [-0.044, -0.088, -0.065], [-0.044, -0.038, -0.005], [-0.015, 0.039, -0.001], [-0.012, -0.005, -0.052], [0.041, -0.080, 0.013], [0.118, -0.024, 0.105], [0.028, -0.010, -0.010], [0.012, -0.008, -0.015], [0.026, -0.091, 0.054]], "lowdin_charge": [0.124, -0.152, -0.120, -0.514, 0.015, -0.015, -0.392, -0.103, -0.017, -0.271, -0.027, -0.089, -0.099, -0.077, -0.017, 0.072, -0.215, -0.225, -0.089, -0.234, -0.019, -0.105, -0.706, -0.145, -0.006, 0.109, 0.889, 0.234, -0.356, -0.152, -0.147, -0.710, 0.928, -0.797, -0.145, 0.878, -0.534, 0.913, -0.328, -0.160, 0.029, 0.119, 0.077, 0.099, 0.079, 0.132, 0.124, 0.118, 0.104, 0.098, 0.104, 0.073, 0.096, 0.110, 0.110, 0.097, 0.110, 0.063, 0.067, 0.066, 0.104, 0.086, 0.082, 0.070, -0.094, 0.082, 0.065, 0.070, 0.042, 0.067, 0.037, 0.097, 0.057, 0.053, 0.053, 0.065, -0.088, -0.276, -0.199, -0.252, -0.085, -0.248, -0.083, 0.074, 0.073, 0.065, 0.113, 0.100, 0.111, 0.101, 0.055, 0.070, 0.066, 0.099, 0.114, 0.068, 0.071, 0.053, -0.093, -0.278, -0.200, -0.247, -0.080, -0.249, -0.083, 0.079, 0.071, 0.063, 0.117, 0.100, 0.100, 0.110, 0.057, 0.061, 0.066, 0.098, 0.113, 0.066, 0.070, 0.054], "lumo_ev": -0.73, "homo_lumo_gap_ev": 7.151, "multiplicity": 1, "homo_ev": -7.89}

=====

Entry 2:
{"formula": "C36H67ClN6O6S2", "method": "the ωB97M-V functional and the def2-TZVPD basis", "elements": ["C", "C", "S", "C", "C", "O", "C", "C", "C", "C", "C", "C", "C", "N", "O", "C", "C", "C", "C", "C", "C", "C", "C", "S", "C", "N", "N", "C", "O", "C", "C", "O", "Cl", "C", "C", "C", "C", "C", "N", "H", "H", "H", "H", "H", "H", "H", "H", "H", "H", "H", "H", "H", "H", "H", "H", "H", "H", "H", "H", "H", "H", "H", "H", "H", "H", "H", "H", "H", "H", "H", "H", "H", "H", "H", "H", "H", "H", "H", "H", "H", "H", "H", "H", "H", "C", "O", "C", "C", "C", "N", "H", "H", "H", "H", "H", "H", "H", "H", "H", "H", "H", "C", "O", "C", "C", "C", "N", "H", "H", "H", "H", "H", "H", "H", "H", "H", "H", "H"], "xyz": [[7.431, -1.505, 2.826], [6.508, -0.942, 1.732], [6.745, -1.778, 0.145], [5.055, -2.090, -0.405], [4.482, -0.990, -1.314], [3.674, -0.187, -0.472], [3.223, 1.016, -1.067], [1.789, 1.373, -0.670], [0.864, 0.156, -0.688], [0.906, -0.737, 0.556], [-0.237, -0.512, 1.561], [0.208, -0.885, 2.983], [0.956, 0.230, 3.703], [0.020, 1.027, 4.527], [1.813, 2.009, 0.606], [1.278, 3.320, 0.678], [-0.084, 3.314, 1.357], [-1.258, 3.046, 0.429], [-2.501, 2.616, 1.217], [-3.499, 1.821, 0.376], [-3.464, 0.317, 0.627], [-3.794, -0.065, 2.061], [-3.438, -1.494, 2.433], [-4.049, -2.696, 1.211], [-2.751, -3.835, 1.265], [-1.489, -3.599, 1.058], [-0.835, -4.816, 1.207], [-1.762, -5.680, 1.468], [-2.990, -5.154, 1.536], [2.246, 4.183, 1.546], [3.660, 3.738, 1.394], [4.410, 4.134, 0.597], [4.208, 2.515, 2.572], [3.697, -1.559, -2.477], [2.708, -2.515, -2.235], [1.982, -3.009, -3.309], [2.267, -2.530, -4.585], [3.280, -1.588, -4.717], [3.996, -1.100, -3.695], [8.067, -2.287, 2.425], [8.061, -0.715, 3.219], [6.862, -1.937, 3.640], [5.473, -1.039, 2.046], [6.683, 0.119, 1.599], [4.981, -3.075, -0.847], [4.440, -2.104, 0.491], [5.327, -0.424, -1.705], [3.857, 1.822, -0.696], [3.328, 1.013, -2.151], [1.439, 2.049, -1.453], [-0.160, 0.515, -0.810], [1.102, -0.415, -1.578], [1.854, -0.657, 1.072], [0.837, -1.770, 0.220], [-1.030, -1.212, 1.306], [-0.595, 0.514, 1.510], [0.891, -1.726, 2.874], [-0.623, -1.248, 3.587], [1.478, 0.833, 2.962], [1.720, -0.208, 4.339], [0.343, 1.988, 4.560], [-0.865, 1.062, 4.030], [1.232, 3.790, -0.303], [-0.022, 2.575, 2.152], [-0.232, 4.285, 1.827], [-1.473, 3.955, -0.128], [-1.032, 2.259, -0.289], [-2.153, 2.043, 2.071], [-2.992, 3.499, 1.622], [-4.507, 2.157, 0.621], [-3.372, 2.018, -0.685], [-2.527, -0.126, 0.292], [-4.231, -0.126, -0.004], [-3.298, 0.565, 2.794], [-4.868, 0.060, 2.204], [-3.872, -1.724, 3.401], [-2.366, -1.641, 2.514], [-1.548, -6.723, 1.605], [2.216, 5.196, 1.161], [1.958, 4.140, 2.589], [2.488, -2.884, -1.246], [1.206, -3.748, -3.174], [1.730, -2.864, -5.455], [3.523, -1.230, -5.704], [2.893, -1.285, -9.057], [3.105, -0.256, -8.107], [3.210, 1.049, -8.642], [1.867, 1.739, -8.919], [1.161, 1.238, -10.174], [0.946, 1.639, -7.782], [3.410, -1.075, -9.997], [1.829, -1.440, -9.249], [3.295, -2.207, -8.636], [3.737, 1.630, -7.880], [3.846, 1.042, -9.536], [2.089, 2.800, -9.071], [0.694, 0.265, -10.018], [0.371, 1.931, -10.460], [1.856, 1.154, -11.012], [1.368, 2.076, -6.968], [0.872, 0.657, -7.530], [-5.626, -1.589, 6.007], [-5.586, -0.306, 5.407], [-6.750, 0.056, 4.689], [-7.888, 0.621, 5.552], [-8.655, -0.440, 6.334], [-7.421, 1.652, 6.483], [-6.184, -2.302, 5.392], [-6.060, -1.551, 7.008], [-4.598, -1.938, 6.103], [-6.431, 0.842, 3.998], [-7.098, -0.786, 4.075], [-8.595, 1.093, 4.864], [-8.096, -0.791, 7.201], [-9.592, -0.026, 6.704], [-8.891, -1.301, 5.706], [-7.011, 2.420, 5.959], [-6.644, 1.265, 7.012]], "forces_ev_per_angstrom": [[-0.007, 0.129, -0.344], [0.001, 0.036, 0.365], [0.078, -0.354, -0.105], [-0.222, 0.495, 0.302], [0.340, -0.516, 0.052], [-0.304, -0.018, -0.145], [0.192, 0.519, 0.426], [0.356, -0.822, -0.255], [-0.161, 0.282, 0.361], [-0.198, -0.001, 0.028], [0.449, -0.557, 0.232], [0.455, 0.052, -0.448], [-0.322, -0.126, 0.131], [0.191, 0.033, -0.418], [-0.391, 0.171, -0.415], [0.447, 0.187, 0.976], [0.113, 0.326, -0.534], [-0.196, -0.276, 0.425], [0.178, 0.414, -0.512], [-0.326, -0.090, 0.601], [-0.160, 0.050, -0.372], [-0.106, -0.356, -0.209], [0.090, -0.014, 0.313], [-0.431, -0.108, -0.001], [0.895, 0.038, -0.129], [-0.695, -0.372, 0.147], [-0.606, -0.189, 0.111], [1.350, 0.403, -0.228], [-0.129, 0.186, -0.078], [-0.342, -0.411, -0.235], [-0.764, -0.568, 1.059], [1.315, 0.656, -1.512], [-0.080, -0.124, 0.229], [-0.052, 0.030, 0.203], [-0.243, -0.121, -0.651], [0.172, 0.242, -0.206], [0.338, 0.266, 0.495], [-0.101, -0.238, 0.053], [-0.401, -0.284, 0.015], [0.153, -0.074, -0.011], [0.161, 0.044, 0.186], [-0.113, -0.051, 0.173], [-0.194, -0.074, -0.199], [0.027, 0.178, -0.069], [0.273, -0.127, -0.235], [-0.148, -0.140, 0.087], [-0.056, 0.237, -0.217], [0.159, 0.176, -0.087], [-0.125, -0.313, -0.167], [-0.056, 0.405, 0.136], [-0.090, -0.076, -0.119], [0.055, -0.111, -0.214], [0.286, 0.209, -0.011], [0.014, -0.214, 0.069], [-0.093, 0.366, -0.322], [-0.154, 0.113, 0.049], [-0.021, -0.264, 0.046], [-0.092, 0.097, 0.233], [0.102, 0.125, -0.163], [0.058, 0.050, 0.293], [-0.013, 0.011, 0.199], [-0.105, 0.047, 0.080], [-0.019, -0.148, -0.305], [-0.022, -0.148, 0.168], [-0.090, 0.142, 0.172], [-0.039, 0.039, -0.282], [0.195, -0.012, -0.057], [-0.099, -0.200, 0.166], [0.017, 0.131, 0.138], [-0.153, 0.060, -0.028], [0.138, 0.087, -0.163], [0.129, 0.073, 0.113], [-0.018, -0.139, -0.184], [0.046, 0.180, 0.105], [-0.128, 0.190, 0.135], [-0.114, -0.130, 0.122], [-0.073, 0.049, -0.104], [-0.509, -0.232, 0.112], [-0.109, 0.280, 0.197], [-0.059, 0.049, 0.156], [0.126, 0.119, 0.260], [-0.062, -0.074, 0.136], [-0.095, -0.100, -0.132], [0.138, 0.258, -0.172], [-0.031, -0.082, 0.195], [-0.006, -0.085, -0.115], [0.102, 0.220, 0.117], [-0.133, -0.218, -0.029], [0.003, 0.076, -0.096], [0.177, 0.020, 0.071], [-0.021, 0.022, -0.027], [0.012, 0.029, -0.116], [0.040, 0.023, 0.009], [-0.010, -0.047, 0.038], [-0.073, -0.027, -0.058], [0.065, 0.012, 0.031], [0.030, -0.029, 0.040], [-0.020, -0.005, 0.045], [0.004, -0.017, 0.009], [-0.057, 0.072, -0.028], [-0.075, -0.004, -0.039], [0.179, 0.098, 0.058], [-0.063, -0.155, -0.079], [-0.010, 0.185, -0.152], [0.060, -0.123, 0.213], [-0.115, -0.035, -0.052], [0.114, 0.014, -0.177], [-0.046, 0.002, 0.004], [-0.082, -0.072, -0.023], [0.009, 0.022, -0.028], [0.053, 0.017, 0.047], [-0.048, -0.048, 0.078], [0.040, 0.014, -0.061], [0.058, 0.006, -0.008], [0.024, 0.037, 0.023], [0.018, -0.005, 0.006], [-0.092, 0.041, 0.020], [-0.057, -0.012, 0.071]], "lowdin_charge": [-0.162, -0.535, 0.886, -0.424, -0.346, -0.107, -0.119, -0.277, -0.104, -0.162, -0.203, -0.190, -0.276, 0.009, -0.102, -0.309, -0.145, -0.185, -0.199, -0.192, -0.234, -0.252, -0.432, 1.015, -0.675, 0.062, 0.058, -0.197, 0.045, -0.108, -0.812, 0.086, 0.676, -0.244, -0.023, -0.056, -0.062, -0.124, 0.129, 0.045, 0.063, 0.064, 0.064, 0.056, 0.076, 0.080, 0.129, 0.123, 0.129, 0.149, 0.098, 0.105, 0.103, 0.101, 0.050, 0.088, 0.111, 0.100, 0.079, 0.103, 0.055, 0.041, 0.153, 0.095, 0.126, 0.121, 0.094, 0.075, 0.115, 0.109, 0.112, 0.095, 0.096, 0.106, 0.103, 0.068, 0.034, 0.130, 0.131, 0.109, 0.116, 0.106, 0.096, 0.088, -0.103, -0.209, -0.206, -0.434, -0.071, 0.039, 0.091, 0.076, 0.086, 0.123, 0.120, 0.134, 0.064, 0.075, 0.078, 0.071, 0.067, -0.106, -0.198, -0.218, -0.433, -0.070, 0.040, 0.092, 0.076, 0.087, 0.113, 0.121, 0.135, 0.065, 0.076, 0.078, 0.071, 0.070], "lumo_ev": 0.46, "homo_lumo_gap_ev": 8.658, "multiplicity": 1, "homo_ev": -8.20, "smiles": "CCSC[C@H](OC[C@@H](CCCCCN)O[C@@H](CCCCCCCSc1nnco1)CC(=O)Cl)c1ccccn1.COC[C@@H](C)N.COC[C@@H](C)N"}